Record 1
A structure of composition C5H3N5, computed with ωB97M-V/def2-TZVPD.

```
13
Properties=species:S:1:pos:R:3:forces:R:3:lowdin_charge:R:1
N 3.024 -2.074 0.155 -4.61 3.17 -1.64 0.131
N -3.899 -1.069 0.223 5.27 0.61 -1.21 0.140
N 1.202 1.657 0.213 0.78 2.19 -0.50 0.139
N -0.862 0.629 -0.134 -1.75 1.20 -0.05 0.168
N -0.383 -1.560 -0.021 -0.68 -0.43 -0.67 0.190
C 0.470 0.532 -0.020 0.85 1.06 -0.85 -0.321
C -1.297 -0.667 -0.085 -3.96 -0.22 -0.07 -0.379
C -2.728 -0.930 0.002 -4.43 -0.43 1.20 -0.103
C 2.024 -1.449 -0.098 4.22 -2.89 2.09 -0.128
C 0.725 -0.821 -0.115 3.50 0.11 0.68 -0.281
H -1.452 1.498 -0.305 1.20 -1.84 0.65 0.215
H 0.983 2.587 -0.212 -0.34 -1.63 0.38 0.127
H 2.192 1.667 0.398 -0.06 -0.91 0.00 0.102
```
Forces are in eV/Å.

## Properties
E_tot in eV: -12682.532
ΔE to the lowest compared entry with this formula, charge and spin in kcal per mole: 0.0
Net charge: 0

=====

Record 2
An isolated molecule of C3H5N3, computed with ωB97M-V/def2-TZVPD.

```
11
Properties=species:S:1:pos:R:3:forces:R:3:lowdin_charge:R:1
N -0.949 -0.896 1.141 0.20 -0.17 0.05 -0.074
N -0.197 0.286 1.309 0.05 0.32 -0.42 0.040
N 1.353 1.396 -0.059 -0.10 0.36 0.01 0.121
C -0.181 -0.350 -0.896 0.20 -0.14 0.07 -0.025
C -0.767 -1.335 -0.190 0.00 0.23 -0.04 -0.121
C 0.307 0.544 0.136 -0.01 0.01 -0.02 -0.460
H 1.772 1.850 0.734 -0.16 0.10 -0.10 0.094
H 1.603 1.687 -0.985 0.01 0.03 0.10 0.088
H -1.932 -0.599 1.172 0.07 -0.60 0.74 0.129
H -0.837 -2.398 -0.397 -1.03 0.32 -0.42 0.110
H -0.172 -0.184 -1.964 0.76 -0.47 0.02 0.097
```
Forces are in eV/Å.

## Properties
E_tot in eV: -7660.601
ΔE to the lowest compared entry with this formula, charge and spin in kcal per mole: 42.8
Net charge: 0
SMILES: Nc1cc[nH]n1

=====

Record 3
An isolated molecule of C2H5N2P, computed with ωB97M-V/def2-TZVPD.

```
10
Properties=species:S:1:pos:R:3:forces:R:3:lowdin_charge:R:1
P 2.049 0.186 -0.006 -2.14 0.52 0.30 0.819
N 0.674 1.220 0.192 -1.44 -4.07 -1.31 -0.266
N 1.250 -1.165 -0.056 1.51 0.50 0.23 -0.352
C -0.704 0.384 -0.176 2.59 1.53 -0.10 -0.151
C -0.158 -1.017 0.107 -1.18 0.33 -1.82 -0.397
H -1.109 0.514 -1.228 1.16 0.16 0.97 0.106
H -0.605 -1.667 -0.609 -0.55 -0.73 -0.55 0.086
H 0.648 2.179 0.274 -0.02 2.34 0.00 -0.008
H -0.535 -1.337 1.028 -0.04 -0.60 1.85 0.083
H -1.508 0.703 0.474 0.11 0.02 0.43 0.080
```
Forces are in eV/Å.

## Properties
E_tot in eV: -14423.012
ΔE to the lowest compared entry with this formula, charge and spin in kcal per mole: 4.0
Net charge: 0
SMILES: C1CNP=N1

=====

Which of these has the lowest E_tot?
C2H5N2P